# 1
22
Properties=species:S:1:pos:R:3 method="wB97M-V/def2-TZVPD" total_charge=-1 orbital_gap_ev="2.56 / 6.63" de_lowest_kj_mol=87.6 multiplicity=2 lumo_ev="3.57 / 3.50"
C -0.66 -2.38 -0.27
C 0.72 1.06 -1.53
C -0.40 1.82 -1.34
C 0.56 -0.36 -1.24
C -0.62 -0.95 -0.81
C -1.63 1.29 -0.76
C -1.68 -0.09 -0.50
O -0.44 3.05 -1.95
H 1.52 1.50 -2.09
H 1.45 -0.97 -1.34
H -2.35 2.09 -0.62
H -1.25 3.47 -1.70
H 0.12 -2.98 -0.74
H -1.63 -2.67 -0.70
H -2.55 -0.51 0.01
H -0.71 -2.53 0.82
C 1.36 -0.41 2.56
O 1.79 0.83 2.00
H 2.71 0.99 2.15
H 0.83 -0.97 1.78
H 0.68 -0.20 3.40
H 2.17 -1.04 2.88

# 2
22
Properties=species:S:1:pos:R:3 method="wB97M-V/def2-TZVPD" orbital_gap_ev="8.07 / 8.07" de_lowest_kj_mol=651.5 lumo_ev="0.30 / 0.30"
C -1.91 -1.56 1.61
C -1.83 -1.41 0.12
C -0.88 -0.66 0.98
C -0.59 0.85 1.23
C 0.45 0.39 2.28
C 0.68 -0.65 1.15
C 0.32 0.38 0.16
C 0.50 0.60 -1.28
O 1.52 1.48 -1.31
H -2.72 -1.06 2.14
H -1.53 -2.48 2.05
H -1.43 -2.25 -0.46
H -2.60 -0.83 -0.39
H -1.31 1.67 1.21
H 1.29 1.08 2.44
H 0.04 -0.01 3.22
H 1.36 -1.50 1.05
H 0.65 -0.40 -1.75
H -0.53 0.98 -1.54
O 2.60 2.07 -4.17
H 3.04 2.03 -5.03
H 2.89 1.28 -3.71

# 3
24
Properties=species:S:1:pos:R:3 method="wB97M-V/def2-TZVPD" orbital_gap_ev=8.25 de_lowest_kj_mol=137.7 lumo_ev=-0.68
C -4.05 0.01 -1.58
C -2.84 0.32 -2.19
C -4.12 -0.11 -0.23
C -1.72 0.65 -1.44
C -2.93 0.07 0.52
C -1.73 0.48 -0.09
C 3.52 -1.46 1.48
C 4.08 -0.39 0.55
O 3.27 0.97 -1.67
O 1.27 0.31 0.14
Si -0.15 0.76 1.03
S 2.98 -0.16 -0.90
H -4.99 0.04 -2.11
H -2.58 0.49 -3.30
H -5.10 -0.36 0.25
H -0.90 1.04 -2.04
H -2.95 0.17 1.66
H 4.06 -1.49 2.46
H 2.50 -1.15 1.71
H 3.40 -2.52 1.08
H 5.18 -0.69 0.21
H 4.10 0.59 1.12
H 0.08 0.16 2.24
H -0.36 2.28 1.12

# 4
25
Properties=species:S:1:pos:R:3 method="wB97M-V/def2-TZVPD" orbital_gap_ev=9.47 smiles=C1OC[C@H]2S[C@H]3COCO[C@H]3[C@H]2O1 de_lowest_kj_mol=301.5 lumo_ev=0.72
C 3.03 -0.87 0.30
O 3.14 0.20 -0.77
C 1.84 0.80 -1.04
C 1.23 1.32 0.25
S -0.37 2.18 -0.14
C -1.50 0.99 0.65
C -2.81 0.71 -0.30
O -3.12 -0.67 -0.01
C -2.08 -1.57 -0.66
O -0.76 -0.98 -0.60
C -0.68 -0.21 0.74
C 0.95 -0.12 0.99
O 1.52 -1.27 0.24
H 3.47 -1.90 -0.09
H 3.45 -0.74 1.33
H 1.39 0.07 -1.65
H 2.16 1.54 -1.80
H 1.86 2.05 0.67
H -1.74 1.34 1.72
H -2.64 0.86 -1.45
H -3.58 1.41 -0.09
H -2.28 -2.50 -0.12
H -2.43 -1.73 -1.66
H -1.24 -0.85 1.39
H 1.20 -0.04 2.11

Please write out number 1 again, unchanged.
22
Properties=species:S:1:pos:R:3 method="wB97M-V/def2-TZVPD" total_charge=-1 orbital_gap_ev="2.56 / 6.63" de_lowest_kj_mol=87.6 multiplicity=2 lumo_ev="3.57 / 3.50"
C -0.66 -2.38 -0.27
C 0.72 1.06 -1.53
C -0.40 1.82 -1.34
C 0.56 -0.36 -1.24
C -0.62 -0.95 -0.81
C -1.63 1.29 -0.76
C -1.68 -0.09 -0.50
O -0.44 3.05 -1.95
H 1.52 1.50 -2.09
H 1.45 -0.97 -1.34
H -2.35 2.09 -0.62
H -1.25 3.47 -1.70
H 0.12 -2.98 -0.74
H -1.63 -2.67 -0.70
H -2.55 -0.51 0.01
H -0.71 -2.53 0.82
C 1.36 -0.41 2.56
O 1.79 0.83 2.00
H 2.71 0.99 2.15
H 0.83 -0.97 1.78
H 0.68 -0.20 3.40
H 2.17 -1.04 2.88